Entry 1:
Here is a 2-piece molecular cluster, C3H8INS overall from OMol25. Energies are from wB97M-V/def2-TZVPD.

The calculation puts the LUMO energy (spin up / spin down) at 0.07 / -0.58 eV. For the total energy, the calculation gives -869.58595 Eh. The frontier orbital gap (spin up / spin down) comes out at 0.30961 / 0.23813 hartree. The value obtained for the energy above the lowest of the compared OMol25 structures with the same formula, charge and spin is 66.9 kcal per mole. As for the maximum force: 0.0453 hartree/bohr.

Last column: Löwdin charge in e.
Atoms and positions in Å:
C 0.016 1.394 -0.622  -0.19
C -1.705 -0.824 1.143  -0.37
C 0.011 -0.043 -1.012  -0.54
N 2.089 -0.813 0.375  -0.59
S -1.183 -1.161 -0.525  0.84
I 3.537 0.535 0.393  0.64
H -0.223 1.372 0.419  0.04
H -0.818 1.926 -1.079  0.09
H 1.001 1.823 -0.721  0.02
H -1.444 0.197 1.256  0.00
H -1.065 -1.527 1.749  0.06
H -2.780 -1.100 1.067  0.05
H 0.312 -0.332 -2.080  0.08
H 2.251 -1.446 -0.364  -0.13

***

Entry 2:
Here is a 2-piece molecular cluster, C6H14O overall from OMol25. Energies are from wB97M-V/def2-TZVPD.

The calculation puts the LUMO energy at 0.84 eV. For the total energy, the calculation gives -312.19634 Eh. The frontier orbital gap comes out at 0.37689 hartree. The value obtained for the energy above the lowest of the compared OMol25 structures with the same formula, charge and spin is 36.8 kcal per mole. As for the maximum force: 0.0308 hartree/bohr.

Last column: Löwdin charge in e.
Atoms and positions in Å:
C 0.769 -1.078 1.276  -0.01
C -0.554 -1.184 1.338  -0.43
C -1.244 -2.239 0.500  -0.09
C -1.450 -0.229 2.147  -0.07
H 1.356 -0.402 1.917  0.07
H 1.309 -1.695 0.551  0.06
H -1.787 -2.903 1.205  0.08
H -0.586 -2.926 -0.105  0.08
H -1.930 -1.778 -0.245  0.08
H -0.794 0.520 2.635  0.08
H -1.957 -0.737 2.984  0.07
H -2.214 0.229 1.508  0.07
C 0.139 2.106 -2.000  -0.09
C 1.327 1.321 -1.366  -0.33
O 2.357 1.312 -2.337  -0.08
H -0.081 1.621 -2.962  0.07
H -0.830 1.916 -1.437  0.08
H 0.419 3.204 -1.986  0.09
H 0.998 0.298 -1.209  0.08
H 1.654 1.793 -0.423  0.11
H 3.101 0.852 -1.989  0.06

***

Entry 3:
Here is a 9-piece molecular cluster, C44H50F4O15 overall from OMol25. Energies are from wB97M-V/def2-TZVPD.

The calculation puts the LUMO energy at 0.19 eV. For the total energy, the calculation gives -3234.54478 Eh. The frontier orbital gap comes out at 0.33244 hartree. As for the maximum force: 0.1414 hartree/bohr.

Last column: Löwdin charge in e.
Atoms and positions in Å:
C -20.850 1.995 5.253  -0.01
C -19.816 2.296 4.154  -0.34
C -20.180 3.303 3.134  -0.12
O -19.142 4.221 3.062  0.12
C -18.466 4.166 4.150  -0.54
O -17.610 5.000 4.462  0.12
O -18.827 3.019 4.827  0.06
H -21.776 1.591 4.844  0.08
H -21.102 2.939 5.736  0.09
H -20.499 1.330 6.043  0.09
H -19.389 1.379 3.749  0.15
H -21.075 3.817 3.485  0.15
H -20.282 2.787 2.179  0.15
C -24.956 6.035 -1.818  -0.04
C -24.144 7.263 -1.421  -0.27
C -24.865 8.589 -1.258  -0.11
O -24.550 8.919 0.090  0.01
C -24.182 7.717 0.818  -0.45
O -24.210 7.605 2.064  0.10
O -23.891 6.818 -0.083  0.07
H -25.947 5.830 -1.413  0.09
H -24.375 5.113 -1.820  0.09
H -25.244 6.122 -2.866  0.08
H -23.317 7.355 -2.125  0.16
H -25.947 8.691 -1.346  0.13
H -24.496 9.362 -1.932  0.13
C -27.555 5.256 13.945  -0.01
C -27.108 5.955 15.293  -0.26
C -26.069 7.091 14.950  -0.05
O -26.560 8.204 15.746  0.08
C -27.752 7.986 16.237  -0.55
O -28.521 8.863 16.689  0.09
O -28.109 6.725 15.957  0.07
H -26.933 4.417 13.633  0.08
H -27.496 6.008 13.158  0.07
H -28.605 4.993 14.073  0.08
H -26.659 5.254 15.996  0.14
H -25.903 7.375 13.910  0.13
H -25.118 6.719 15.331  0.12
C -17.028 12.373 14.332  -0.03
C -16.429 11.410 15.283  -0.33
C -17.329 10.183 15.513  -0.08
O -16.411 9.077 15.515  0.08
C -15.192 9.452 15.212  -0.54
O -14.257 8.694 15.323  0.15
O -15.255 10.767 14.786  0.07
H -16.278 12.984 13.830  0.09
H -17.758 13.040 14.791  0.09
H -17.531 11.902 13.488  0.09
H -16.164 11.842 16.248  0.16
H -18.091 9.971 14.763  0.13
H -17.896 10.328 16.433  0.13
C -32.227 11.841 10.455  -0.02
C -30.701 11.903 10.646  -0.25
C -30.243 10.607 11.173  -0.09
O -29.148 10.179 10.327  0.11
C -29.095 10.918 9.296  -0.62
O -28.265 10.852 8.332  0.06
O -30.028 11.822 9.319  0.10
H -32.431 12.706 9.824  0.08
H -32.736 11.974 11.409  0.09
H -32.692 11.024 9.903  0.09
H -30.315 12.623 11.368  0.16
H -30.981 9.806 11.217  0.14
H -29.771 10.803 12.135  0.14
F -19.437 15.467 5.402  0.02
C -19.192 14.138 5.626  -0.25
C -17.871 13.881 5.984  -0.04
C -17.451 12.597 6.139  -0.11
C -18.357 11.536 6.019  -0.06
C -19.635 11.848 5.377  -0.07
C -20.137 13.158 5.288  -0.01
H -17.130 14.648 6.160  0.12
H -16.446 12.320 6.420  0.10
H -18.157 10.521 6.327  0.09
H -20.351 11.040 5.414  0.09
H -21.144 13.353 4.950  0.11
F -29.058 5.269 2.391  0.00
C -30.108 6.085 2.837  -0.23
C -29.849 7.207 3.633  -0.01
C -30.934 8.157 3.908  -0.06
C -32.222 7.964 3.381  -0.10
C -32.538 6.711 2.751  -0.08
C -31.476 5.806 2.448  -0.02
H -28.849 7.401 3.989  0.11
H -30.629 9.033 4.462  0.09
H -33.024 8.680 3.486  0.09
H -33.562 6.402 2.605  0.09
H -31.684 4.858 1.973  0.10
F -23.391 5.057 9.655  0.06
C -23.022 6.344 9.653  -0.30
C -23.328 7.150 8.557  0.01
C -22.909 8.523 8.557  -0.08
C -22.354 9.020 9.658  -0.14
C -22.002 8.239 10.738  -0.08
C -22.264 6.858 10.700  -0.02
H -23.898 6.707 7.754  0.11
H -23.326 9.220 7.845  0.11
H -22.063 10.052 9.790  0.11
H -21.402 8.523 11.590  0.10
H -22.038 6.180 11.510  0.11
F -19.664 4.228 16.208  0.07
C -19.478 3.095 16.862  -0.30
C -19.010 2.010 16.174  -0.02
C -18.726 0.880 16.915  -0.11
C -18.885 0.903 18.262  -0.10
C -19.386 2.024 18.990  -0.07
C -19.595 3.145 18.266  -0.03
H -18.877 1.996 15.102  0.12
H -18.407 -0.022 16.414  0.11
H -18.787 -0.064 18.733  0.10
H -19.531 1.894 20.052  0.11
H -19.871 4.087 18.715  0.12

***

Entry 4:
Here is a 2-piece molecular cluster, CH5S3 overall from OMol25. Energies are from wB97M-V/def2-TZVPD.

The calculation puts the LUMO energy (spin up / spin down) at 0.31 / -2.38 eV. For the total energy, the calculation gives -1235.59415 Eh. The frontier orbital gap (spin up / spin down) comes out at 0.34213 / 0.25272 hartree. As for the expectation value of S²: 0.755. As for the spin multiplicity: 2. The value obtained for the energy above the lowest of the compared OMol25 structures with the same formula, charge and spin is 17.9 kcal per mole. As for the maximum force: 0.0489 hartree/bohr.

Last column: Löwdin charge in e.
Atoms and positions in Å:
S 1.852 0.289 2.602  0.37
H 2.574 0.800 1.563  -0.23
C -0.968 0.283 -1.518  -0.43
S -0.191 -1.290 -0.888  0.36
S -0.809 -1.267 1.066  0.17
H -0.919 0.739 -0.467  0.00
H -1.961 -0.130 -1.835  0.04
H -0.359 0.839 -2.248  0.04
H 0.780 -0.263 1.724  -0.33

***

Entry 5:
Here is a 2-piece molecular cluster, CH3BrS overall from OMol25. Energies are from wB97M-V/def2-TZVPD.

The calculation puts the LUMO energy (spin up / spin down) at -3.34 / -2.20 eV. For the total energy, the calculation gives -3012.00595 Eh. The frontier orbital gap (spin up / spin down) comes out at 0.23347 / 0.26329 hartree. The value obtained for the energy above the lowest of the compared OMol25 structures with the same formula, charge and spin is 48.9 kcal per mole. As for the maximum force: 0.0341 hartree/bohr.

Last column: Löwdin charge in e.
Atoms and positions in Å:
C 0.309 0.629 -0.373  -0.55
S -1.378 0.014 -0.440  0.51
Br -0.800 -2.540 1.774  -0.02
H 0.823 0.074 -1.180  0.03
H 0.597 0.120 0.565  0.00
H 0.448 1.703 -0.346  0.02

***

Entry 6:
Here is C31H52GdP2 as an isolated structure from OMol25. Energies are from wB97M-V/def2-TZVPD.

The calculation puts the LUMO energy (spin up / spin down) at -3.01 / -4.49 eV. For the total energy, the calculation gives -2660.28182 Eh. The frontier orbital gap (spin up / spin down) comes out at 0.23750 / 0.16909 hartree. As for the expectation value of S²: 16.056. As for the spin multiplicity: 8. The value obtained for the energy above the lowest of the compared OMol25 structures with the same formula, charge and spin is 49.2 kcal per mole. The net charge is +1. As for the maximum force: 0.1632 hartree/bohr.

Last column: Löwdin charge in e.
Atoms and positions in Å:
Gd -0.026 0.055 -0.029  1.08
C 1.443 1.794 0.189  -0.34
C 0.084 2.288 0.564  -0.34
C 0.681 0.545 2.102  -0.33
C 1.821 0.774 1.180  -0.32
C -0.402 1.498 1.756  -0.31
C 2.380 2.518 -0.743  -0.04
H 1.874 2.975 -1.612  0.08
H 3.178 1.878 -1.152  0.07
H 2.889 3.344 -0.210  0.11
C 3.194 0.246 1.402  -0.03
H 3.909 0.536 0.618  0.08
H 3.236 -0.850 1.492  0.08
H 3.602 0.639 2.348  0.11
C 0.720 -0.290 3.346  -0.03
H 1.005 0.325 4.221  0.11
H 1.460 -1.101 3.286  0.08
H -0.247 -0.762 3.600  0.08
C -1.358 1.945 2.819  -0.05
H -0.846 2.676 3.472  0.11
H -1.665 1.127 3.491  0.07
H -2.291 2.444 2.504  0.08
C -0.220 3.703 0.317  -0.05
H 0.510 4.321 0.872  0.11
H -1.198 4.035 0.680  0.08
H -0.105 4.011 -0.736  0.08
C -2.424 0.934 -2.753  -0.13
C -1.766 2.117 -2.668  -0.12
C -2.386 3.418 -3.067  -0.17
C -3.423 3.895 -2.023  -0.16
C -3.610 2.940 -0.868  -0.12
C -4.301 1.797 -1.005  -0.12
C -4.879 1.345 -2.313  -0.17
C -3.813 0.812 -3.296  -0.17
H -2.866 3.325 -4.052  0.12
H -4.387 4.014 -2.541  0.11
H -1.595 4.179 -3.211  0.11
H -3.898 1.338 -4.257  0.12
H -2.053 -0.029 -2.395  0.07
H -0.756 2.255 -2.273  0.08
H -4.016 -0.248 -3.536  0.11
H -5.685 0.614 -2.145  0.11
H -4.679 1.269 -0.123  0.10
H -5.402 2.185 -2.794  0.11
H -3.215 4.920 -1.678  0.11
H -3.413 3.320 0.143  0.10
P 1.345 -0.875 -1.985  0.71
C 3.097 -1.179 -1.565  -0.24
H 3.533 -1.690 -2.430  0.06
H 3.279 -1.819 -0.694  0.04
H 3.660 -0.246 -1.424  0.04
C 0.879 -2.469 -2.682  -0.25
H 1.669 -2.756 -3.391  0.06
H -0.067 -2.418 -3.240  0.05
H 0.786 -3.268 -1.934  0.04
C 1.639 0.106 -3.460  -0.26
H 0.744 0.203 -4.086  0.05
H 2.398 -0.421 -4.056  0.06
H 2.025 1.116 -3.252  0.04
P -1.923 -1.511 0.645  0.75
C -2.907 -0.980 2.081  -0.26
H -3.847 -1.542 2.023  0.06
H -3.141 0.081 2.174  0.02
H -2.421 -1.251 3.038  0.06
C -2.875 -2.454 -0.554  -0.26
H -3.767 -1.918 -0.887  0.04
H -3.243 -3.373 -0.074  0.06
H -2.296 -2.769 -1.441  0.06
C -1.469 -3.020 1.569  -0.29
H -2.394 -3.457 1.955  0.06
H -0.823 -2.829 2.432  0.04
H -0.995 -3.766 0.932  0.06
C 1.077 -2.402 0.714  -0.24
C 1.724 -3.626 1.136  -0.32
C 1.743 -4.019 2.510  -0.05
C 2.441 -5.146 2.919  -0.09
C 3.159 -5.909 1.993  -0.09
C 3.166 -5.527 0.650  -0.09
C 2.475 -4.401 0.228  -0.06
H 1.959 -1.735 0.507  -0.01
H 0.721 -1.943 1.666  -0.01
H 1.212 -3.434 3.268  0.10
H 2.440 -5.437 3.972  0.11
H 3.712 -6.786 2.319  0.10
H 3.732 -6.113 -0.073  0.11
H 2.512 -4.108 -0.820  0.09